Record 1
# C21H30N4O3

C21H30N4O3 in the gas phase in a non-equilibrium geometry (wB97M-V/def2-TZVPD, the OMol25 dataset).

```
! wB97M-V def2-TZVPD RIJCOSX def2/J DEFGRID3
* xyz 0 1
C 6.272 0.571 1.192
C 4.905 0.695 0.592
C 4.208 -0.419 0.145
C 2.951 -0.296 -0.416
C 2.349 0.955 -0.540
C 1.012 1.105 -1.109
N 0.382 2.183 -0.841
N -0.892 2.380 -1.256
C -1.510 3.575 -0.704
C -2.755 3.278 0.134
C -2.403 2.396 1.322
O -1.409 2.559 1.996
N -3.316 1.430 1.585
C -3.054 0.378 2.540
C -2.727 -0.947 1.846
C -1.615 -0.741 0.806
N -1.074 -1.927 0.173
C -0.281 -2.781 1.040
C 0.428 -3.821 0.170
O -0.493 -4.589 -0.569
C -1.289 -3.762 -1.386
C -2.045 -2.724 -0.555
C -1.541 1.596 -2.157
O -2.717 1.757 -2.428
C -0.660 0.578 -2.856
C 0.417 0.001 -1.941
C 3.045 2.074 -0.078
C 4.300 1.944 0.474
H 6.995 1.134 0.603
H 6.280 0.977 2.202
H 6.590 -0.468 1.231
H 4.654 -1.400 0.237
H 2.430 -1.186 -0.737
H -0.745 4.037 -0.077
H -1.783 4.244 -1.526
H -3.142 4.226 0.514
H -3.514 2.813 -0.493
H -4.079 1.285 0.942
H -3.920 0.257 3.198
H -2.199 0.713 3.132
H -2.409 -1.667 2.602
H -3.622 -1.336 1.356
H -2.005 -0.108 0.002
H -0.781 -0.210 1.274
H 0.458 -2.168 1.560
H -0.901 -3.308 1.784
H 0.988 -4.525 0.787
H 1.118 -3.308 -0.517
H -1.983 -4.424 -1.906
H -0.654 -3.245 -2.123
H -2.620 -2.070 -1.213
H -2.737 -3.253 0.121
H -0.193 1.114 -3.691
H -1.294 -0.203 -3.278
H -0.010 -0.755 -1.271
H 1.190 -0.477 -2.545
H 2.575 3.041 -0.164
H 4.827 2.821 0.822
*
```

The value obtained for the LUMO energy is 0.651 eV. The calculation puts the HOMO-LUMO gap at 8.759 eV.

These are the Löwdin partial charges, in e, on atoms 1 to 2: C -0.053; C -0.282


Record 2
# C24H33AlBNO5

A molecular structure, C24H33AlBNO5 in a non-equilibrium geometry (wB97M-V/def2-TZVPD, the OMol25 dataset).

```
! wB97M-V def2-TZVPD RIJCOSX def2/J DEFGRID3
* xyz -2 1
C -0.125 -0.135 -3.604
C -0.686 -1.149 -2.570
C -0.277 1.291 -3.009
C -1.404 1.138 -1.978
H -0.533 1.995 -3.806
H 0.669 1.589 -2.531
C -1.122 -0.296 -1.377
H 0.092 -1.879 -2.318
H -1.556 -1.678 -2.988
C 0.027 -0.227 -0.350
H -2.039 -0.683 -0.899
H -2.351 1.032 -2.533
C -1.587 2.194 -0.983
C 1.323 -0.326 -3.988
C -0.789 -0.240 -4.982
O -1.456 0.679 -5.427
O 2.120 -1.054 -3.421
O 1.637 0.405 -5.071
O -0.592 -1.342 -5.746
C 0.019 -2.591 -5.323
H -0.115 -2.818 -4.256
H 1.084 -2.583 -5.587
H -0.496 -3.340 -5.929
C 2.996 0.262 -5.489
H 3.674 0.692 -4.740
H 3.060 0.810 -6.428
H 3.243 -0.796 -5.638
O -0.435 0.423 0.817
H 0.900 0.316 -0.776
H 0.385 -1.268 -0.140
C -2.931 2.403 -0.439
C -0.518 3.136 -0.665
H -0.083 3.573 -1.577
H 0.304 2.677 -0.091
H -0.918 3.956 -0.053
H -2.886 2.712 0.614
H -3.567 1.511 -0.518
H -3.435 3.218 -0.988
Al 0.023 -0.014 2.483
C -2.266 -1.653 4.391
C -2.603 -1.245 3.087
C -1.533 -1.625 2.207
H -3.536 -0.783 2.763
C -0.506 -2.264 3.026
C -0.997 -2.295 4.360
H -0.513 -2.772 5.215
H -2.884 -1.542 5.287
H -1.652 -1.760 1.130
H 0.343 -2.837 2.645
C 2.666 1.342 3.347
C 2.877 0.242 4.217
C 2.547 -0.946 3.548
H 3.303 0.315 5.220
C 2.053 -0.608 2.227
C 2.146 0.859 2.117
H 2.089 1.427 1.188
H 2.930 2.375 3.567
H 2.710 -1.961 3.911
H 2.039 -1.299 1.381
B -0.101 0.509 6.757
C -0.255 0.767 5.269
N -0.348 0.863 4.100
H 0.926 -0.133 6.902
H -1.064 -0.142 7.121
H -0.028 1.574 7.323
*
```

The value obtained for the LUMO energy (alpha / beta) is 4.092 / 4.092 eV. The calculation puts the HOMO-LUMO gap (alpha / beta) at 1.907 / 1.906 eV.

These are the Löwdin partial charges, in e, on atoms 1 to 2: C -0.251; C -0.079


Record 3
# C24H28N2O6

C24H28N2O6 in the gas phase in a non-equilibrium geometry (wB97M-V/def2-TZVPD, the OMol25 dataset).

```
! wB97M-V def2-TZVPD RIJCOSX def2/J DEFGRID3
* xyz 0 1
C 6.160 0.779 1.352
O 6.513 0.522 0.010
C 5.441 0.248 -0.855
C 4.779 -1.126 -0.649
C 3.567 -1.090 0.287
N 2.511 -0.252 -0.237
C 2.154 0.916 0.335
O 2.704 1.371 1.317
C 0.969 1.606 -0.334
C 1.097 3.123 -0.269
C -0.097 3.739 -0.977
C -1.448 3.154 -0.603
O -2.469 3.757 -0.860
N -1.466 1.922 -0.017
C -2.721 1.355 0.334
C -2.949 0.902 1.626
C -4.158 0.317 1.990
C -5.124 0.215 1.022
C -4.901 0.677 -0.276
C -3.709 1.242 -0.650
O -6.013 0.442 -1.039
C -6.961 -0.142 -0.171
O -6.386 -0.312 1.107
C -0.290 1.192 0.445
C -0.503 -0.295 0.297
C -0.157 -1.167 1.323
C -0.301 -2.529 1.167
C -0.804 -3.057 -0.023
O -0.909 -4.411 -0.074
C -1.450 -5.005 -1.230
C -1.149 -2.189 -1.054
C -0.990 -0.824 -0.888
H 7.006 1.304 1.795
H 5.266 1.407 1.419
H 5.990 -0.149 1.908
H 5.886 0.291 -1.853
H 4.679 1.038 -0.777
H 4.457 -1.510 -1.620
H 5.524 -1.814 -0.247
H 3.835 -0.675 1.259
H 3.178 -2.104 0.427
H 2.008 -0.590 -1.041
H 0.879 1.282 -1.376
H 2.025 3.447 -0.743
H 1.134 3.431 0.777
H -0.154 4.813 -0.796
H 0.001 3.606 -2.060
H -2.182 1.008 2.376
H -4.331 -0.035 2.993
H -3.551 1.604 -1.651
H -7.845 0.513 -0.094
H -7.270 -1.121 -0.570
H -0.103 1.428 1.503
H 0.234 -0.775 2.250
H -0.036 -3.211 1.959
H -0.829 -4.810 -2.110
H -2.471 -4.657 -1.420
H -1.465 -6.075 -1.031
H -1.541 -2.560 -1.987
H -1.264 -0.163 -1.697
*
```

The value obtained for the LUMO energy is 0.450 eV. The calculation puts the HOMO-LUMO gap at 8.361 eV.

These are the Löwdin partial charges, in e, on atoms 1 to 2: C -0.103; O -0.187